One molecule with the formula C5H4N2O, computed with ωB97M-V/def2-TZVPD.

Cartesian coordinates (Å):
N  -0.2235  1.3428  2.8318
C  -0.1324  0.8999  1.6748
C  0.3420  0.4291  0.4018
C  -0.6366  0.4114  -0.7120
O  -1.8594  0.3593  -0.5397
C  0.2036  -0.8715  -0.2009
C  1.2221  -1.0779  -1.0123
N  1.6816  -1.4586  -2.0432
H  1.2136  0.9597  0.1871
H  -0.2618  0.7415  -1.7733
H  -2.1660  -0.7204  -0.6844
H  -0.1096  -1.7906  0.1587

Cartesian forces (eV/Å) of the 3 atoms listed first:
0.261 -3.104 -8.261
-0.225 2.662 8.992
-1.679 2.836 2.150

Properties
energy above the lowest of the compared OMol25 structures with the same formula, charge and spin = 104.16 kcal/mol
2S+1 = 1
frontier orbital gap = 10.054 eV
electronic energy = -377.49806 hartree
total charge = 0
SMILES = N#C[C@@H]1C(O)[C@H]1C#N

These are the Löwdin partial charges, in e, on atoms 1 to 4: number 1, N, carries 0.14; number 2, C, carries -0.10; number 3, C, carries -0.23; number 4, C, carries -0.37

---

One molecule with the formula C5H4N2O, computed with ωB97M-V/def2-TZVPD.

Cartesian coordinates (Å):
C  -0.2049  -0.0377  -0.3654
C  -0.4824  -1.4644  3.0448
C  -0.1130  -0.4106  0.8922
C  2.2634  0.1188  0.8651
C  0.9844  0.6633  -1.0609
N  -0.5235  -0.8858  1.9909
N  2.1138  0.5712  -0.2422
O  2.7137  -0.3283  1.8531
H  -1.2727  0.2890  -0.7289
H  -1.4324  -1.5254  3.6974
H  1.1856  0.1711  -2.0188
H  0.8252  1.7034  -1.1636

Cartesian forces (eV/Å) of the 3 atoms listed first:
-2.392 2.560 -0.195
-1.399 -0.172 2.968
-0.502 -0.810 0.386

Properties
energy above the lowest of the compared OMol25 structures with the same formula, charge and spin = 95.40 kcal/mol
2S+1 = 1
frontier orbital gap (spin up / spin down) = 7.921 / 7.921 eV
electronic energy = -377.51202 hartree
total charge = 0

These are the Löwdin partial charges, in e, on atoms 1 to 4: number 1, C, carries -0.05; number 2, C, carries 0.08; number 3, C, carries -0.10; number 4, C, carries -0.36